(1)
C16H21ClN2O5S2 | ωB97M-V/def2-TZVPD

Structure (XYZ):
```
47
Properties=species:S:1:pos:R:3:forces:R:3
O -2.016600 -0.937490 -2.040066 -0.14 0.02 -0.32
C -1.432196 -0.663969 -1.012322 0.31 -0.10 0.41
N -2.028443 -0.156558 0.085712 -0.25 -0.05 0.32
C -3.342515 0.458262 0.035550 -0.41 -0.63 -0.16
C -3.629142 1.118319 1.389846 -0.16 -0.38 0.04
C -2.669670 2.288054 1.552232 0.15 0.13 -0.56
S -2.258402 2.778001 -0.161621 -0.33 0.60 -0.26
O -2.680685 4.127805 -0.418936 -0.34 0.08 0.09
O -0.879921 2.472534 -0.455512 0.19 -0.34 0.01
C -3.347401 1.577976 -0.993522 0.50 0.30 0.53
C 0.093068 -0.802185 -0.843884 0.16 0.34 -0.71
C 0.719138 -1.618944 -1.978569 -0.29 0.02 0.05
C 0.415832 -3.104837 -1.804311 0.26 0.04 0.03
C 0.897061 -3.577677 -0.435515 -0.28 0.14 -0.04
C 0.220816 -2.747609 0.652111 0.18 -0.60 0.38
N 0.482804 -1.343440 0.435896 0.27 0.61 0.58
S 0.948779 -0.349772 1.662518 0.02 -0.29 -0.16
O 1.402119 -1.181161 2.736857 0.23 -0.09 -0.11
O -0.103701 0.595046 1.972216 0.44 0.14 -0.19
C 2.325322 0.537344 0.953397 -0.50 -0.14 0.21
C 2.137037 1.765349 0.345178 -0.08 0.08 0.05
C 3.223291 2.407147 -0.227223 0.12 -0.08 0.01
C 4.474954 1.808669 -0.175478 -0.30 -0.12 0.12
Cl 5.826367 2.606726 -0.883712 0.19 0.11 -0.10
C 4.659500 0.576057 0.439533 -0.08 0.05 -0.02
C 3.570461 -0.061814 1.004928 0.09 -0.09 0.03
H -1.415448 0.157287 0.834076 -0.08 -0.11 -0.11
H -4.086911 -0.309373 -0.208502 0.06 0.23 0.04
H -4.663870 1.465170 1.398068 0.04 -0.04 0.00
H -3.502625 0.392736 2.193870 -0.06 0.03 0.02
H -1.739930 2.005972 2.038131 0.01 0.09 -0.03
H -3.111929 3.147756 2.042845 0.01 0.11 -0.04
H -4.323810 2.032481 -1.125095 -0.09 0.10 0.04
H -2.925115 1.274596 -1.945096 0.11 0.10 -0.06
H 0.461833 0.230297 -0.886848 -0.07 -0.08 -0.15
H 0.309444 -1.262515 -2.923392 0.07 0.04 0.02
H 1.799104 -1.457039 -1.975876 0.02 0.07 0.02
H -0.660759 -3.258856 -1.890139 -0.06 -0.07 -0.06
H 0.904742 -3.675787 -2.595164 -0.07 -0.02 -0.03
H 0.659256 -4.631448 -0.286845 0.03 -0.03 0.05
H 1.979229 -3.453271 -0.363364 0.07 -0.04 0.06
H 0.609720 -2.986426 1.641982 -0.15 -0.17 -0.08
H -0.862245 -2.932312 0.639632 0.05 0.03 0.05
H 1.152615 2.209284 0.312082 -0.05 0.08 0.01
H 3.097769 3.363103 -0.709851 0.01 0.08 -0.04
H 5.640952 0.130223 0.472547 0.08 -0.02 0.01
H 3.670112 -1.013703 1.501650 0.12 -0.13 0.04
```
Forces are in eV/Å.

Values from the calculation:
SMILES = O=C(N[C@H]1CCS(=O)(=O)C1)[C@@H]1CCCCN1S(=O)(=O)c1ccc(Cl)cc1
relative energy (zero: lowest compared OMol25 entry of this formula, charge and spin) = 0.0 kJ/mol
gap between HOMO and LUMO = 9.59 eV
LUMO energy = 0.30 eV
molecular weight = 420.9 Da
electronic energy = -2364.59544 Ha

(2)
C16H21ClN6O | ωB97M-V/def2-TZVPD

Structure (XYZ):
```
45
Properties=species:S:1:pos:R:3:forces:R:3
Cl 3.653420 -3.872832 -0.256192 0.55 -0.27 -0.14
C 2.136845 -3.179455 0.120102 -0.53 0.29 0.36
N 1.425252 -2.766418 -0.901305 -0.06 0.14 -0.55
C 0.246575 -2.217274 -0.560029 0.18 -0.37 0.30
N -0.564106 -1.783702 -1.535956 -0.31 -0.03 -0.05
C -0.090520 -1.581311 -2.883698 0.33 0.12 -0.13
C 0.942044 -0.443289 -2.951149 -0.16 -0.09 0.06
N 0.506781 0.687593 -2.155121 0.14 0.05 -0.17
C -0.492133 1.514679 -2.806547 -0.07 0.22 0.30
C -1.004922 2.541585 -1.795511 -0.21 -0.17 -0.29
O 0.039811 3.349236 -1.308869 -0.02 0.19 -0.08
C 1.039400 2.554749 -0.712172 0.39 -0.27 0.04
C 1.597939 1.525888 -1.694520 -0.13 0.26 0.23
N -0.200246 -2.110445 0.690181 -0.33 0.07 0.33
C 0.621903 -2.563574 1.629122 0.22 -0.08 -0.72
N 0.244485 -2.486086 2.909157 0.02 -0.06 0.48
C -1.001074 -1.865993 3.300948 -0.11 0.04 -0.17
C -1.062114 -0.411824 2.898695 -0.09 0.15 0.10
C -0.030272 0.452585 3.241927 -0.10 -0.06 0.00
C -0.079996 1.785785 2.875991 0.04 0.07 0.04
C -1.165370 2.272626 2.166190 -0.02 0.07 0.00
C -2.196031 1.415704 1.819483 -0.08 0.06 -0.01
C -2.141791 0.080593 2.180194 0.04 -0.01 0.14
N 1.831132 -3.111193 1.391531 0.27 -0.14 0.27
H -1.314059 -1.193367 -1.210133 0.09 -0.06 0.04
H -0.956492 -1.373055 -3.513615 0.04 -0.08 0.02
H 0.385030 -2.504172 -3.220919 -0.12 0.09 -0.13
H 1.130782 -0.176852 -4.004269 0.04 -0.01 0.04
H 1.871268 -0.816589 -2.517597 -0.01 0.03 -0.08
H -1.322498 0.891201 -3.141643 -0.06 0.02 -0.05
H -0.071204 2.042712 -3.681742 -0.05 -0.06 0.01
H -1.724892 3.218450 -2.259277 -0.02 -0.09 0.03
H -1.481229 2.009055 -0.958129 -0.01 0.03 -0.09
H 1.820751 3.242353 -0.384379 -0.01 -0.07 0.03
H 0.623893 2.024158 0.157300 0.09 0.05 -0.09
H 2.334402 0.902763 -1.183440 0.03 0.02 -0.01
H 2.092458 2.049536 -2.532272 0.02 -0.03 0.04
H 0.920151 -2.780320 3.594054 -0.05 -0.03 -0.08
H -1.826365 -2.403661 2.823328 0.00 0.07 0.16
H -1.096125 -1.961887 4.385409 0.00 -0.07 -0.11
H 0.819112 0.078526 3.795637 0.11 -0.05 0.04
H 0.729686 2.448252 3.145161 0.07 0.06 0.03
H -1.202996 3.312778 1.878258 0.00 0.09 -0.04
H -3.045068 1.789513 1.264970 -0.06 0.03 -0.05
H -2.943613 -0.587020 1.900849 -0.07 -0.11 -0.06
```
Forces are in eV/Å.

Values from the calculation:
SMILES = Clc1nc(NCCN2CCOCC2)nc(NCc2ccccc2)n1
relative energy (zero: lowest compared OMol25 entry of this formula, charge and spin) = 0.0 kJ/mol
gap between HOMO and LUMO = 9.54 eV
LUMO energy = 0.76 eV
molecular weight = 348.8 Da
electronic energy = -1486.31152 Ha

(3)
C16H21F4N2O18 | ωB97M-V/def2-TZVPD

Structure (XYZ):
```
61
Properties=species:S:1:pos:R:3:forces:R:3
C 0.561149 0.635387 -0.298738 -0.38 0.96 0.87
C 0.975539 0.909177 -1.730348 -0.47 -0.33 0.25
O 1.693019 1.839507 -2.031328 2.69 3.65 1.08
O 0.510929 0.205647 -2.602758 -2.06 -3.46 -1.69
H -0.470841 0.285607 -0.271578 0.24 -0.62 0.07
H 0.510619 1.579287 0.244032 0.14 0.32 0.07
H 1.263879 0.038767 0.282902 -0.14 -0.45 -0.30
C 1.856659 -0.707243 5.134142 -1.47 -0.36 0.94
C 3.021899 0.166107 4.818172 -1.11 -0.59 0.70
O 3.378029 -0.329153 3.565972 2.30 0.89 -0.81
C 2.418119 -1.043273 2.975672 -1.28 -0.35 -2.47
O 2.429619 -1.525623 1.851422 0.04 1.26 3.65
O 1.346619 -0.973243 3.831392 -0.48 -1.28 -0.22
F 4.024789 -0.003963 5.693492 0.76 -0.07 0.23
H 1.102579 -0.249313 5.774272 -0.20 0.52 -0.56
H 2.062739 -1.604923 5.717062 0.71 -0.40 -0.54
H 2.672939 1.195577 4.898882 0.68 0.38 -0.90
C 1.724519 -3.528803 -2.668768 -0.63 2.29 1.04
C 2.755099 -2.605313 -1.905668 -2.99 0.08 -2.89
O 3.869719 -2.661833 -2.759048 0.28 0.21 -1.08
C 3.796859 -3.788553 -3.535658 0.80 -1.23 0.89
O 4.726499 -4.321183 -4.101328 -1.69 1.30 0.51
O 2.560439 -4.344353 -3.385608 1.64 -1.30 -1.71
F 3.098849 -3.177473 -0.810868 1.27 -1.68 3.70
H 1.091759 -2.933133 -3.326718 0.14 0.25 -0.16
H 1.032539 -4.077513 -2.029878 0.57 -0.14 0.26
H 2.319429 -1.632273 -1.678748 0.60 0.40 -0.62
C 2.481069 3.924377 0.348992 -1.52 -0.55 -0.61
C 1.133449 4.477357 -0.087608 -1.31 -1.57 -0.47
O 1.366989 5.852017 -0.323398 -0.98 -0.23 -0.59
C 2.533679 6.143197 0.225272 2.82 5.11 -0.21
O 3.173849 7.226617 0.180412 -2.89 -3.35 -0.06
O 2.980789 5.114247 0.851912 3.39 -0.67 2.27
F 0.190029 4.324937 0.942692 0.62 0.50 -0.50
H 3.046279 3.535677 -0.498078 0.00 0.10 -0.08
H 2.423329 3.153957 1.117902 -0.17 0.25 -0.05
H 0.721099 4.000007 -0.976538 0.04 0.14 0.06
C -6.329761 0.685167 0.627772 -1.54 -1.41 -0.06
C -5.787471 1.429287 -0.594078 -0.03 -1.49 2.12
O -4.487711 1.643687 -0.145608 1.42 0.67 -1.48
C -4.108381 0.825897 0.830102 3.77 -2.09 0.49
O -2.920971 0.604377 1.118262 -4.39 0.89 -0.33
O -5.203291 0.149907 1.282432 1.21 0.54 0.46
F -6.328291 2.611777 -0.698828 -1.38 2.17 -0.63
H -6.945881 -0.180413 0.384292 -0.07 0.08 -0.31
H -6.940301 1.284567 1.303082 0.32 0.50 -0.09
H -5.927051 0.880657 -1.525538 0.70 0.07 -0.18
C -1.127551 -3.147333 1.917412 0.60 0.76 0.44
N -0.314511 -3.250743 0.705662 0.41 0.78 -3.88
O 0.715999 -3.894323 0.628932 -0.80 -0.22 1.31
O -0.710651 -2.595413 -0.284238 -0.01 -0.79 1.66
H -0.445341 -2.605423 2.572412 -0.14 -0.24 0.50
H -1.380511 -4.135523 2.301602 0.00 0.22 -0.13
H -1.940341 -2.460393 1.681642 -0.12 -0.51 0.05
C -2.442831 -0.363053 -2.984758 0.38 -0.26 -0.14
N -2.129581 -0.480623 -4.454158 -0.55 0.27 -2.89
O -2.698531 -1.351433 -5.152298 0.44 0.43 1.91
O -1.416261 0.350807 -5.007278 -0.67 -0.71 1.67
H -2.166031 0.656697 -2.717198 0.08 -0.39 0.21
H -1.872941 -1.125253 -2.453378 0.55 0.41 -0.13
H -3.476371 -0.633203 -2.768178 -0.16 0.31 -0.68
```
Forces are in eV/Å.

Values from the calculation:
relative energy (zero: lowest compared OMol25 entry of this formula, charge and spin) = 59.3 kJ/mol
gap between HOMO and LUMO = 6.31 eV
total charge = -1
LUMO energy = 1.82 eV
molecular weight = 605.3 Da
electronic energy = -2485.44982 Ha

(4)
C16H21FN8O3 | ωB97M-V/def2-TZVPD

Structure (XYZ):
```
49
Properties=species:S:1:pos:R:3:forces:R:3
N 0.098761 0.447629 -2.662159 -2.65 -3.93 2.40
O 5.181412 -0.236452 0.333557 -1.25 0.62 0.57
F -2.224132 4.333704 -1.446168 -0.66 1.07 1.84
C -0.495960 -0.464190 -2.159510 2.27 2.41 -2.14
N 1.747213 2.016595 0.442739 3.41 -1.99 -0.14
N 0.983754 2.922067 0.137029 -5.49 2.53 -1.72
N 2.147637 2.546061 -1.705287 -2.10 0.18 -1.12
O -2.543476 -0.019992 -0.550646 0.36 -1.43 -0.79
O -1.631985 0.327403 2.969176 -2.63 1.36 1.88
C 3.984360 0.065275 0.262438 2.09 -1.29 -1.07
C 2.464072 1.819883 -0.721549 4.02 -2.77 2.11
C -1.889395 -3.996970 -1.579672 0.38 2.45 -0.34
C -3.048181 -3.642292 -0.883314 -0.22 -2.10 -0.55
C -1.020725 -2.984677 -2.103210 -1.62 -0.66 2.21
C -3.351088 -2.355466 -0.630708 1.37 2.22 0.44
C -1.256190 -1.646770 -1.698787 -0.45 0.43 -0.50
C -2.395092 -1.348535 -0.922786 -0.25 0.19 0.01
N 3.624643 1.017381 -0.710472 -0.56 -0.24 0.69
N 1.034297 3.107590 -1.185975 1.91 0.52 0.18
N 2.995283 -0.661705 0.850215 -0.55 1.11 -2.08
N 0.660573 -0.524790 2.364427 1.45 1.36 0.73
C -1.308105 3.480828 -1.916206 0.60 -0.41 -4.19
C 0.198394 3.989110 -1.929878 -2.66 -1.02 0.77
C 3.052546 -1.332266 2.086802 -0.50 0.61 2.17
C 1.622162 -1.603213 2.572560 -1.65 -1.88 -0.01
C -2.718742 0.293334 0.818360 -1.36 1.15 1.03
C -0.402223 -0.603461 1.383269 0.95 0.96 -1.39
C -1.387708 0.525439 1.632556 -0.98 -2.86 -0.07
H -0.891669 -0.121644 3.383162 0.65 0.02 -0.10
H -1.691471 -5.019577 -1.686202 0.49 -1.20 -0.51
H -3.790499 -4.412098 -0.559868 0.92 0.55 -0.35
H -0.132536 -3.304692 -2.584650 0.62 0.12 -0.66
H -4.233040 -2.144978 -0.083888 -0.69 0.54 0.37
H 4.461004 1.307907 -1.204389 -0.46 0.16 -0.08
H 2.093556 -0.293293 0.604751 -0.31 -0.20 0.11
H 1.232005 0.349963 2.247668 -1.33 -0.72 0.09
H -1.423510 2.451653 -1.628014 0.14 -0.27 1.34
H -1.689179 3.365287 -2.999151 1.23 0.21 0.97
H 0.385856 4.900623 -1.473117 -0.69 2.24 0.78
H 0.409775 4.122205 -2.959421 1.17 -0.58 -0.73
H 3.713704 -2.218526 2.131922 -0.41 0.59 -0.10
H 3.300429 -0.581403 2.837152 1.26 -0.13 0.28
H 1.544565 -1.815815 3.676906 0.83 -0.25 -1.13
H 1.214380 -2.465257 2.012939 0.15 -0.03 0.43
H -3.409154 -0.427181 1.361899 1.06 0.56 -0.60
H -3.301508 1.252167 0.706060 0.65 -0.78 0.72
H 0.014788 -0.348358 0.451230 0.56 -0.35 -1.96
H -0.919747 -1.559274 1.304059 0.26 -0.11 0.48
H -1.009851 1.490770 1.414151 0.64 1.06 -0.27
```
Forces are in eV/Å.

Values from the calculation:
gap between HOMO and LUMO = 9.28 eV
LUMO energy = 0.05 eV
molecular weight = 392.4 Da
electronic energy = -1385.78751 Ha

(5)
C16H21HfN8P | ωB97M-V/def2-TZVPD

Structure (XYZ):
```
47
Properties=species:S:1:pos:R:3:forces:R:3
Hf 6.319508 8.096474 10.739977 0.12 1.55 0.85
C 9.343001 8.920155 6.281272 -1.60 0.83 -1.63
N 9.088241 8.638215 7.711581 -0.90 -0.13 1.38
C 10.100515 8.531838 8.682948 0.36 0.10 -2.50
C 9.522269 8.308630 9.846060 -0.84 0.10 2.42
N 8.121691 8.363666 9.690925 0.71 -0.39 0.10
C 7.891023 8.535477 8.371078 2.08 0.58 -1.70
P 6.298593 8.572286 7.477206 0.86 -1.04 -1.33
C 5.768979 6.946684 8.210157 -1.83 -1.53 -0.79
N 5.427507 6.741386 9.541833 -0.33 -1.87 -1.90
C 4.797999 5.495842 9.620593 0.69 -0.10 0.71
C 4.736094 4.945386 8.378776 -0.17 1.55 -0.51
N 5.348293 5.834349 7.475368 -0.15 1.05 2.67
C 5.535068 5.467239 6.059373 0.07 0.10 -0.70
C 5.496270 9.857195 8.429245 -1.89 0.74 2.29
N 5.275650 9.679251 9.814208 0.46 1.71 -1.55
C 4.640264 10.856705 10.245174 0.73 -0.20 2.15
C 4.381863 11.656065 9.197654 1.23 -0.61 -2.14
N 4.944267 11.035354 8.036472 0.30 -0.79 1.54
C 4.939679 11.589381 6.649065 -2.66 -0.78 -0.13
H 10.241984 8.413780 5.913868 -0.17 0.17 0.40
H 8.464577 8.631447 5.580696 1.34 0.06 1.54
H 9.396903 10.029745 6.146917 0.42 -0.90 0.23
H 11.146309 8.618328 8.401812 -0.21 -0.12 0.12
H 9.986752 8.154948 10.824783 -0.22 0.08 -0.50
H 4.633565 5.039703 10.605154 -0.48 0.20 -0.68
H 4.066439 4.180491 8.021193 0.57 -0.66 -0.03
H 5.250349 4.423992 5.903817 -0.12 0.15 0.36
H 4.906759 6.075087 5.395735 0.29 0.05 0.27
H 6.595282 5.517207 5.805240 -0.14 0.27 -0.01
H 4.637800 11.140765 11.346976 -0.65 -0.63 -1.71
H 3.963804 12.634035 9.092033 -0.27 0.34 0.20
H 5.131398 10.746459 5.989526 -0.01 0.10 -0.16
H 3.881419 11.969377 6.442192 1.47 -0.52 0.28
H 5.630877 12.371059 6.454110 0.79 0.69 0.42
C 7.112315 10.754318 15.379008 0.48 1.29 -0.53
N 6.282195 9.910061 14.511993 -0.37 -2.07 -1.46
C 5.399391 8.885366 14.889844 -0.47 0.55 -0.57
C 5.161367 8.093575 13.787151 1.12 0.54 1.04
N 6.064295 8.522482 12.814413 -1.61 -0.32 -1.73
C 6.579201 9.681551 13.216765 1.63 0.30 2.02
H 8.165553 10.475906 15.190127 -0.54 -0.13 0.65
H 6.789676 10.671246 16.423505 0.22 0.04 -0.41
H 7.033309 11.791129 14.992922 -0.21 -0.44 0.63
H 4.957748 8.891167 15.877913 0.02 -0.14 -0.09
H 4.486586 7.281953 13.575536 -0.01 -0.13 0.49
H 7.419361 10.153806 12.725160 -0.08 0.37 -0.01
```
Forces are in eV/Å.

Values from the calculation:
relative energy (zero: lowest compared OMol25 entry of this formula, charge and spin) = 0.0 kJ/mol
gap between HOMO and LUMO = 7.68 eV
total charge = +4
LUMO energy = -14.00 eV
molecular weight = 534.9 Da
electronic energy = -1448.24142 Ha